# 1
C25H50N3O10PS2Si | wB97M-V/def2-TZVPD

Each line ends with the Mulliken charge.
Positions of all 92 atoms, in Å:
C  -2.7004  0.8566  3.5854  -0.70
C  -2.4248  2.2941  3.1972  -0.40
O  -1.1546  2.3885  2.5714  -0.26
C  -1.1030  3.2800  1.4762  -0.86
C  -1.5578  2.6078  0.1955  -0.23
O  -0.5593  1.6681  -0.1844  0.21
C  -1.0753  0.6112  -0.9511  -0.65
O  -1.3515  1.0244  -2.2582  -0.45
O  -0.2181  -0.4617  -0.8807  0.48
C  0.7756  -0.8095  -1.8584  2.34
C  0.1678  -1.4131  -3.1491  -2.00
C  -1.2967  -1.8829  -3.0875  0.36
C  -1.9951  -1.5202  -4.4010  -0.90
S  -3.6900  -2.1175  -4.5932  -0.17
C  -4.5666  -1.0397  -3.4920  0.08
S  -5.6869  -0.0078  -4.0140  -0.19
N  -4.2309  -1.1488  -2.1307  0.28
C  -4.0919  -2.2807  -1.3563  -0.26
C  -3.7276  -1.8332  -0.1261  -0.78
N  -3.6246  -0.4581  -0.1153  -0.42
C  -3.9459  -0.0806  -1.3190  -0.36
C  1.5895  -1.9247  -1.1478  -1.36
C  0.7212  -3.0835  -0.6679  -1.52
O  2.5555  -1.4264  -0.2172  -0.07
C  2.3170  -1.3752  1.2034  0.43
N  1.1276  -0.7288  1.6507  0.51
C  2.5391  -2.7548  1.8749  -1.07
C  1.5195  -3.2165  2.8940  -0.53
O  1.6305  -2.5728  4.1713  -0.29
C  0.4256  -2.4175  4.7878  0.10
O  -0.1518  -3.3564  5.2706  -0.59
C  -0.1474  -1.0248  4.8378  0.53
C  0.8556  0.1305  4.8275  -0.25
P  3.6703  -0.1873  1.7748  -0.25
O  3.8645  -0.7691  3.2866  -0.47
O  4.9182  -0.9206  1.0100  -0.63
Si  2.0951  0.5188  -2.3630  1.28
C  1.4590  1.6388  -3.7581  -1.44
C  2.6613  1.6484  -0.9685  -0.98
C  3.6148  -0.3666  -3.0368  -1.65
H  -2.0315  0.5398  4.3843  0.04
H  -3.7239  0.7470  3.9456  0.45
H  -2.5721  0.2037  2.7212  0.07
H  -3.2122  2.6460  2.5215  0.40
H  -2.4442  2.9351  4.0849  0.39
H  -0.0742  3.6291  1.3840  0.26
H  -1.7670  4.1327  1.6604  0.46
H  -1.6854  3.3699  -0.5768  0.35
H  -2.5160  2.1223  0.4083  0.20
H  -2.0062  0.2857  -0.4772  -0.06
H  -0.9567  1.8949  -2.4003  0.48
H  0.2079  -0.6480  -3.9267  0.65
H  0.7870  -2.2356  -3.5088  0.18
H  -1.8419  -1.4357  -2.2619  -0.77
H  -1.3320  -2.9703  -3.0166  0.88
H  -1.9798  -0.4371  -4.5363  0.26
H  -1.4492  -1.9537  -5.2401  0.46
H  -4.2604  -3.2750  -1.7281  0.48
H  -3.5223  -2.4188  0.7537  0.52
H  -3.9801  0.9329  -1.6818  0.49
H  2.1987  -2.3456  -1.9520  0.65
H  0.1382  -2.8756  0.2256  -0.05
H  1.3531  -3.9420  -0.4464  0.53
H  0.0371  -3.3982  -1.4512  0.39
H  0.2676  -1.1503  1.3378  -0.14
H  1.1173  0.2671  1.4790  -0.16
H  2.5333  -3.5305  1.1149  0.50
H  3.5258  -2.7920  2.3355  0.64
H  1.7046  -4.2822  3.0597  0.40
H  0.4994  -3.1416  2.5114  0.26
H  -0.7385  -0.9915  5.7517  0.62
H  -0.8376  -0.9333  3.9973  -0.53
H  1.0442  0.4992  5.8365  0.40
H  1.8026  -0.1892  4.4017  -0.22
H  0.4957  0.9701  4.2333  -0.02
H  3.9416  -0.0070  3.8705  0.35
H  5.4261  -0.2486  0.5460  0.35
H  2.1761  1.6404  -4.5803  0.45
H  0.4871  1.3605  -4.1619  0.30
H  1.3876  2.6650  -3.3940  0.30
H  2.6015  2.6867  -1.3019  0.52
H  3.7154  1.4621  -0.7585  0.40
H  2.0939  1.5592  -0.0471  0.03
H  4.1405  0.2782  -3.7401  0.46
H  3.3254  -1.2827  -3.5551  0.38
H  4.2706  -0.6361  -2.2089  0.27
C  0.3652  5.8278  -1.4184  -0.68
O  0.1873  4.4321  -1.6403  -0.32
H  -0.2079  6.3506  -2.1796  0.24
H  -0.0029  6.1264  -0.4330  0.26
H  1.4156  6.1148  -1.5089  0.29
H  0.6881  3.9525  -0.9717  0.10

The SMILES is CCOCCO[C@@H](O)O[C@](CCCSC(=S)n1ccnc1)([C@H](C)O[C@@](N)(CCOC(=O)CC)P(O)O)[Si](C)(C)C.CO. As for the HOMO-LUMO gap: 7.71 eV. The charge is 0. The total energy comes out at -3326.459846 a.u. For the HOMO energy, the calculation gives -0.3195 hartree. As for the lowest unoccupied orbital energy: -0.03607 Eh.


# 2
C2H2OS | wB97M-V/def2-TZVPD

Each line ends with the Mulliken charge.
Positions of all 6 atoms, in Å:
C  -0.9470  -0.6215  0.7733  0.12
C  0.9149  0.5137  -0.7657  -0.18
O  -0.6347  -1.2750  1.6995  -0.30
S  1.4164  1.9797  -0.5299  -0.17
H  -1.9320  -0.4109  0.3575  0.26
H  1.1823  -0.1860  -1.5348  0.28

As for the HOMO-LUMO gap (alpha / beta): 6.84 / 6.84 eV. The charge is 0. The total energy comes out at -550.660438 a.u. For the HOMO energy (alpha / beta), the calculation gives -0.2680 / -0.2679 hartree. As for the lowest unoccupied orbital energy (alpha / beta): -0.01651 / -0.01640 Eh.


# 3
C18H16Cl5CoN2O8S | wB97M-V/def2-TZVPD

Each line ends with the Mulliken spin population.
Positions of all 51 atoms, in Å:
Co  0.2621  0.5869  0.1257  0.99
Cl  -6.8783  1.5985  2.1681  0.00
C  -5.3380  1.2483  1.4683  0.00
C  -4.1668  1.4386  2.1963  0.00
Cl  -4.2591  2.0230  3.8173  0.00
C  -2.9288  1.1566  1.6420  0.00
Cl  -1.4935  1.3199  2.5618  0.00
C  -2.7888  0.6760  0.3170  0.00
O  -1.6661  0.4102  -0.2516  -0.02
C  -4.0070  0.4698  -0.3817  0.00
Cl  -3.9150  -0.1917  -1.9785  0.00
C  -5.2424  0.7511  0.1753  0.00
Cl  -6.6806  0.4767  -0.7431  0.00
O  5.4111  -1.7013  2.3234  0.00
C  4.3839  -1.1882  1.9445  0.00
C  4.2071  -0.3324  0.7012  0.00
O  5.0937  0.0396  -0.0637  0.00
C  2.7960  -0.0394  0.6507  0.00
C  2.1037  -0.5122  1.7805  0.00
O  0.8706  -0.2502  1.9326  0.03
C  3.0247  -1.2702  2.6460  0.00
O  2.8006  -1.8339  3.6969  0.00
O  2.1529  0.6342  -0.2522  -0.02
C  -0.7306  -2.3254  -0.1996  0.00
O  0.3993  -1.5246  -0.5202  0.01
C  0.8428  -1.6397  -1.8708  0.00
C  0.1212  -0.7151  -2.8246  0.00
O  0.5211  0.6068  -2.5242  0.01
C  -0.1702  1.5632  -3.3036  0.00
H  -0.5413  -3.3598  -0.5059  0.00
H  -1.6356  -1.9474  -0.6771  0.00
H  -0.8400  -2.2766  0.8816  0.00
H  0.7321  -2.6820  -2.1938  0.00
H  1.9012  -1.3775  -1.8593  0.00
H  -0.9653  -0.8146  -2.7309  0.00
H  0.4097  -0.9637  -3.8578  0.00
H  -0.0674  1.3289  -4.3706  0.00
H  0.2723  2.5333  -3.0948  0.00
H  -1.2261  1.5868  -3.0349  0.00
S  0.0992  3.0887  -0.1078  0.00
C  1.7864  3.2792  -0.1365  0.00
N  2.5474  3.2436  -1.2454  0.00
C  3.9559  3.0438  -0.8871  0.00
C  3.9778  3.3720  0.6214  0.00
N  2.5582  3.4580  0.9341  0.00
H  2.1697  2.6668  -1.9846  0.00
H  4.5968  3.7191  -1.4554  0.00
H  4.2501  2.0114  -1.0851  0.00
H  4.4785  4.3204  0.8306  0.00
H  4.4566  2.5829  1.2031  0.00
H  2.1617  3.4247  1.8567  0.00

As for the HOMO-LUMO gap (alpha / beta): 6.94 / 6.91 eV. The charge is -1. As for the expectation value of S²: 0.836. The total energy comes out at -5488.979563 a.u. For the HOMO energy (alpha / beta), the calculation gives -0.1697 / -0.1683 hartree. As for the lowest unoccupied orbital energy (alpha / beta): 0.08550 / 0.08554 Eh. As for the multiplicity: 2.


# 4
C9H11CrO18 | wB97M-V/def2-TZVPD

Each line ends with the Mulliken spin population.
Positions of all 39 atoms, in Å:
Cr  4.6826  16.5410  1.2239  3.92
O  2.2512  12.9091  0.2846  0.00
C  2.4736  14.1645  -0.2275  0.00
O  3.3829  14.8404  0.3397  0.00
O  1.9098  14.5586  -1.2634  0.00
H  2.8512  12.8943  1.0416  0.00
O  6.4847  20.0230  3.2114  0.00
C  6.7833  19.0388  2.3140  0.01
O  7.8645  19.0643  1.6931  0.00
O  5.8032  18.2944  2.0025  0.00
H  5.5420  19.8053  3.3118  0.00
O  7.6900  13.4807  2.0688  0.00
C  7.4246  14.8119  1.8780  0.00
O  8.3024  15.6339  1.6003  0.00
O  6.1889  15.1388  1.9263  0.00
H  6.8172  13.3126  2.4754  0.00
O  6.6846  15.7304  -2.5762  0.00
C  5.7139  16.3395  -1.8210  0.00
O  4.5904  16.5536  -2.3359  0.01
O  6.0272  16.6284  -0.6392  0.04
H  7.2979  15.5195  -1.8511  0.00
O  1.1543  19.2421  0.7806  0.00
C  2.0299  18.3622  0.1835  0.00
O  3.0460  18.0082  0.8516  -0.01
O  1.8077  18.0509  -0.9903  0.00
H  1.6332  19.3783  1.6160  0.00
C  0.1320  18.7439  4.8460  0.00
C  0.4156  17.3349  4.4386  0.00
C  0.1021  16.9323  2.9800  0.00
O  1.3137  16.4156  2.5401  0.00
C  2.3052  16.6138  3.3747  0.00
O  3.4537  16.3065  3.2487  0.02
O  1.8418  17.2267  4.4791  0.00
H  0.3198  18.9223  5.9078  0.00
H  -0.9606  18.8462  4.8718  0.00
H  0.6478  19.4809  4.2360  0.00
H  -0.2113  16.6298  4.9942  0.00
H  -0.2372  17.7768  2.3763  0.00
H  -0.6550  16.1500  3.0334  0.00

As for the HOMO-LUMO gap (alpha / beta): 3.97 / 4.46 eV. The charge is -3. As for the expectation value of S²: 6.004. The total energy comes out at -2748.478441 a.u. For the HOMO energy (alpha / beta), the calculation gives 0.0622 / 0.0442 hartree. As for the lowest unoccupied orbital energy (alpha / beta): 0.20816 / 0.20808 Eh. As for the multiplicity: 5.


# 5
C18H26 | wB97M-V/def2-TZVPD

Each line ends with the Mulliken charge.
Positions of all 44 atoms, in Å:
C  -3.0019  -0.0617  -1.9405  -0.36
C  2.8554  -0.3287  2.0949  -0.25
C  -2.8678  0.1180  -0.5230  -0.56
C  1.5048  -0.0695  2.6174  -0.98
C  -2.1936  -0.9699  -2.6074  -0.95
C  3.2851  0.2746  0.9447  -0.88
C  -1.8398  -0.4526  0.1705  -1.14
C  0.5675  0.5806  1.8210  -0.77
C  -1.2079  -3.1130  1.0561  -1.38
C  0.2049  3.4740  1.0798  -1.39
C  0.5478  0.5582  -2.1699  -2.28
C  -1.1784  -1.7927  -1.8401  -0.96
C  2.4386  1.3618  0.3203  -0.67
C  -0.0943  -2.3177  0.3254  -0.76
C  0.0594  2.3197  0.1036  -0.97
C  0.5614  -0.0757  -0.7486  -0.24
C  -0.6497  -1.1084  -0.5294  2.49
C  0.9255  1.0281  0.3887  2.23
H  -3.8134  0.4593  -2.4735  0.38
H  3.4469  -1.0971  2.5569  0.45
H  -3.6102  0.7204  0.0046  0.42
H  1.1992  -0.4862  3.6018  0.34
H  -2.2812  -1.0495  -3.6825  0.38
H  4.2914  0.0742  0.6201  0.45
H  -1.8362  -0.3893  1.2608  0.44
H  -0.4173  0.7970  2.2129  0.60
H  -1.8671  -3.5172  0.3042  0.33
H  -0.7652  -3.9705  1.6164  0.40
H  -1.7790  -2.5142  1.7428  0.34
H  1.2425  3.6751  1.3143  0.32
H  -0.2602  4.3683  0.6372  0.41
H  -0.2876  3.2776  2.0027  0.33
H  1.3114  1.2955  -2.2755  0.50
H  -0.3822  1.0857  -2.3360  0.41
H  0.6912  -0.1688  -2.9683  0.41
H  -1.6723  -2.7348  -1.6209  0.36
H  -0.2938  -1.9694  -2.4473  0.44
H  2.7717  1.5004  -0.6936  0.26
H  2.6821  2.2654  0.8659  0.30
H  0.4033  -3.0463  -0.3396  0.34
H  0.6089  -2.0178  1.0816  0.24
H  -1.0089  2.0259  0.0990  0.08
H  0.2772  2.7140  -0.8777  0.46
H  1.4321  -0.7228  -0.7696  0.44

The SMILES is CC[C@]1(C(C)[C@@]2(CC)C=CC=CC2)C=CC=CC1. As for the HOMO-LUMO gap: 8.59 eV. The charge is 0. The total energy comes out at -701.376870 a.u. For the HOMO energy, the calculation gives -0.2895 hartree. As for the lowest unoccupied orbital energy: 0.02602 Eh.


# 6
C7H12 | wB97M-V/def2-TZVPD

Each line ends with the Mulliken charge.
Positions of all 19 atoms, in Å:
C  -2.3797  0.5473  -0.0642  -1.10
C  -1.7300  -0.7260  -0.4711  0.03
C  -0.7091  -0.7689  -1.3106  -0.81
C  1.2423  0.2850  0.3767  0.56
C  2.4183  -0.2781  -0.3553  -0.60
C  2.0419  1.1513  -0.1559  -0.47
C  0.5806  -0.0593  1.6384  -1.01
H  -3.1299  0.7169  -0.8503  0.32
H  -1.7014  1.4034  -0.1003  0.31
H  -2.8437  0.4603  0.9199  0.30
H  -2.3249  -1.6204  -0.3160  0.37
H  -0.5526  -1.6618  -1.8966  0.27
H  -0.2246  0.1583  -1.5967  0.33
H  2.3034  -0.7260  -1.3404  0.17
H  3.2196  -0.7614  0.2206  0.23
H  2.2147  2.1511  -0.4899  0.36
H  1.6694  0.0886  2.1498  0.31
H  -0.1448  0.6909  2.0173  0.23
H  0.0504  -1.0512  1.6246  0.22

The SMILES is CC1=CC1.C=CC. As for the HOMO-LUMO gap: 9.61 eV. The charge is 0. The total energy comes out at -273.745165 a.u. For the HOMO energy, the calculation gives -0.3136 hartree. As for the lowest unoccupied orbital energy: 0.03943 Eh.